Computed, not measured: an isolated ion of composition C8H11I2N2 and charge +1 in a non-equilibrium geometry, with ωB97M-V with the def2-TZVPD basis set.

The geometry in XYZ format:
```
23
Properties=species:S:1:pos:R:3
C 0.452 -3.501 -0.718
C 0.731 -2.100 -1.224
N -0.433 -1.134 -1.171
C -1.593 -0.938 -2.148
N -2.484 0.206 -1.653
C -2.013 0.824 -0.351
C -0.677 -0.093 -0.102
C 0.153 0.337 1.244
I 1.054 -1.316 2.357
C 1.216 1.531 0.806
C 1.332 2.747 1.920
I 3.154 0.579 0.361
H -0.569 -3.715 -0.158
H 1.224 -4.382 -0.829
H 1.795 -1.778 -1.596
H -1.675 -1.601 -3.116
H -3.329 0.523 -2.205
H -2.432 1.719 0.287
H -0.644 0.840 1.978
H 0.768 2.028 -0.182
H 1.976 2.457 2.870
H 1.771 3.725 1.400
H 0.223 3.041 2.232
```

Results
2S+1: 1
Electronic energy, Ha: -1015.8013
Kohn-Sham gap, Ha: 0.2746
Total charge: +1

---

Computed, not measured: a 2-piece molecular cluster, CH6OS overall in a non-equilibrium geometry, with ωB97M-V with the def2-TZVPD basis set.

The geometry in XYZ format:
```
9
Properties=species:S:1:pos:R:3
O 1.525 1.169 0.471
H 2.425 1.047 0.791
H -1.885 0.407 -1.788
H 1.652 0.614 -0.303
C -0.757 -0.716 0.261
S -0.635 -0.020 -1.389
H -1.138 0.035 0.963
H 0.212 -0.941 0.700
H -1.400 -1.597 0.293
```

Results
2S+1: 2
Electronic energy, Ha: -514.7556
Kohn-Sham gap (spin up / spin down), Ha: 0.4289 / 0.2419
Relative energy (zero: lowest compared OMol25 entry of this formula, charge and spin), kJ/mol: 4.9
<S²>: 0.753
Total charge: +1